(1)
{"formula": "C4H5NO", "method": "the ωB97M-V functional and the def2-TZVPD basis", "energy_ev": -7762.8403, "lumo_energy_ev": -0.305, "orbital_gap_ev": 9.998, "species": ["C", "C", "C", "C", "H", "H", "H", "H", "H", "N", "O"], "xyz": [[-0.80487, 0.18669, 0.80151], [0.37953, -0.01571, -0.08876], [1.48354, -0.52265, 0.40465], [0.06203, 0.33560, -1.53860], [-1.07515, 0.54847, 2.71392], [-0.93100, 1.22446, 0.89846], [-1.75656, -0.16426, 0.18874], [1.48151, -0.79458, 1.51662], [2.37067, -0.81854, -0.30055], [-0.35288, 0.48479, -2.65479], [-0.54259, -0.41158, 2.01169]], "forces_ev_per_a": [[-1.29, -0.91, -2.99], [-1.19, 0.64, -2.19], [2.60, -1.59, -0.37], [-1.08, -0.32, -2.94], [2.57, -5.07, -2.49], [-0.33, 1.63, 0.04], [1.56, 0.20, 1.49], [0.29, 0.45, -1.98], [-1.72, 0.78, 1.69], [1.98, -0.47, 5.09], [-3.39, 4.66, 4.64]]}


(2)
{"formula": "C4H5NO", "method": "the ωB97M-V functional and the def2-TZVPD basis", "energy_ev": -7760.3127, "lumo_energy_ev": -1.677, "orbital_gap_ev": 8.766, "species": ["C", "C", "C", "C", "N", "O", "H", "H", "H", "H", "H"], "xyz": [[2.65885, -0.92255, -0.00050], [1.54592, -0.58874, -0.15306], [-1.15480, -0.99171, 0.02521], [-0.72873, 1.35200, 0.09699], [-0.35929, -0.00095, 0.42765], [-2.32127, -0.79015, -0.28591], [3.64021, -1.32322, -0.22488], [-0.62729, -2.00832, 0.05558], [-1.63434, 1.54554, -0.54186], [-1.06348, 1.81815, 0.97644], [0.04423, 1.90997, -0.37566]], "forces_ev_per_a": [[4.10, -1.55, -0.54], [-8.12, 2.69, 1.47], [-1.28, -2.57, -1.15], [-1.30, 0.75, -1.18], [4.88, 0.04, -1.20], [1.16, -0.49, 0.56], [-0.49, 0.36, 0.49], [-0.93, 1.07, -0.06], [0.85, -1.33, 0.01], [0.21, 0.80, 1.55], [0.91, 0.24, 0.05]]}


What energy above the lowest of the compared OMol25 structures with the same formula, charge and spin values result from the calculations? In sequence: 355.66 599.54 kJ/mol.